w) ORCA calculation (wB97M-V/def2-TZVPD) on one molecule with the formula C7H12.

Summary:
* SMILES string: CC#CCCCC
* HOMO level: -9.339 eV
* 2S+1: 1
* orbital gap: 10.43 eV

Structure (XYZ):
```
19
C7H12 | the Open Molecules 2025 dataset | wB97M-V/def2-TZVPD
C -1.28 -2.52 -3.01
C -0.54 -1.99 -1.86
C 0.14 -1.44 -1.02
C 0.91 -0.57 -0.11
C 0.02 0.33 0.76
C 0.85 1.44 1.41
C 0.02 2.37 2.29
H -2.37 -2.48 -2.90
H -1.02 -3.56 -3.25
H -1.03 -1.92 -3.89
H 1.54 0.09 -0.73
H 1.60 -1.12 0.54
H -0.75 0.77 0.11
H -0.50 -0.25 1.52
H 1.34 2.03 0.61
H 1.67 1.00 2.00
H -0.76 2.86 1.70
H -0.46 1.81 3.09
H 0.63 3.15 2.75
```

Löwdin atomic charge list, values in e, 2 entries: atom 1 (C): -0.116, atom 2 (C): -0.083

***

x) ORCA calculation (wB97M-V/def2-TZVPD) on C7H12 as an isolated structure.

Summary:
* HOMO level (alpha / beta): -7.332 / -7.379 eV
* 2S+1: 1
* orbital gap (alpha / beta): 6.98 / 7.85 eV

Structure (XYZ):
```
19
C7H12 | the Open Molecules 2025 dataset | wB97M-V/def2-TZVPD
C 0.14 -0.86 -2.36
C 0.72 1.39 -0.77
C 0.03 1.23 0.47
C -1.29 0.36 0.67
C -0.71 -0.66 1.63
C 0.67 -1.10 1.26
C 0.55 0.06 1.97
H 0.32 -0.33 -3.34
H -0.92 -0.67 -2.16
H 0.24 -1.92 -2.62
H 1.79 1.64 -0.76
H 0.39 1.69 -1.76
H 0.13 2.22 0.96
H -1.59 -0.10 -0.26
H -2.18 0.85 1.12
H -1.36 -1.25 2.32
H 1.31 -1.92 1.53
H 0.85 -0.99 -0.87
H 0.90 0.37 2.96
```

Löwdin atomic charge list, values in e, 2 entries: atom 1 (C): -0.068, atom 2 (C): -0.045

***

y) ORCA calculation (wB97M-V/def2-TZVPD) on one molecule with the formula C7H12.

Summary:
* SMILES string: C=CCC/C=C/C
* HOMO level: -8.353 eV
* 2S+1: 1
* orbital gap: 9.58 eV

Structure (XYZ):
```
19
C7H12 | the Open Molecules 2025 dataset | wB97M-V/def2-TZVPD
C -1.10 1.47 0.83
C -1.97 0.46 0.86
C -1.99 -0.51 -0.28
C -0.66 -1.24 0.01
C 0.51 -0.35 0.36
C 1.24 0.02 -0.69
C 2.70 0.31 -0.66
H -0.73 1.87 -0.11
H -0.69 1.93 1.73
H -2.34 0.07 1.81
H -2.83 -1.21 -0.30
H -1.95 -0.01 -1.27
H -0.20 -1.73 -0.86
H -0.79 -1.98 0.81
H 0.87 -0.28 1.38
H 0.74 0.07 -1.66
H 3.16 -0.16 -1.53
H 3.14 -0.13 0.24
H 2.91 1.38 -0.68
```

Löwdin atomic charge list, values in e, 2 entries: atom 1 (C): -0.036, atom 2 (C): -0.201

***

The structure with the greatest stability is w).

***

w) ORCA calculation (wB97M-V/def2-TZVPD) on one molecule with the formula C7H12.

Summary:
* SMILES string: C=C(C)C/C=C/C
* HOMO level: -8.585 eV
* 2S+1: 1
* orbital gap: 9.65 eV

Structure (XYZ):
```
19
C7H12 | the Open Molecules 2025 dataset | wB97M-V/def2-TZVPD
C 1.15 -1.63 1.09
C 1.31 -0.72 0.11
C 2.35 0.36 0.20
C 0.40 -0.72 -1.11
C -1.04 -0.43 -0.76
C -1.38 0.43 0.21
C -2.53 1.35 0.20
H 1.18 -1.41 2.15
H 0.43 -2.43 0.87
H 3.27 0.23 0.75
H 1.92 1.29 0.62
H 2.54 0.84 -0.78
H 0.82 -0.10 -1.93
H 0.64 -1.67 -1.61
H -1.81 -0.64 -1.50
H -0.71 0.39 1.08
H -3.17 1.12 -0.65
H -3.16 1.38 1.09
H -2.20 2.37 -0.04
```

Löwdin atomic charge list, values in e, 2 entries: atom 1 (C): 0.019, atom 2 (C): -0.389

***

x) ORCA calculation (wB97M-V/def2-TZVPD) on a 2-piece molecular cluster, C7H12 overall.

Summary:
* SMILES string: C=C1CC1.C=CC
* HOMO level: -9.296 eV
* 2S+1: 1
* orbital gap: 10.46 eV

Structure (XYZ):
```
19
C7H12 | the Open Molecules 2025 dataset | wB97M-V/def2-TZVPD
C 0.45 0.73 1.81
C 1.39 0.25 1.02
C 1.94 -0.90 0.30
C 2.59 0.49 0.21
H -0.36 0.09 2.17
H 0.44 1.77 2.13
H 1.40 -1.27 -0.57
H 2.46 -1.67 0.86
H 2.48 1.05 -0.72
H 3.54 0.64 0.72
C -0.71 0.14 -1.49
C -1.69 -0.61 -1.02
C -2.82 -0.11 -0.17
H 0.09 -0.27 -2.11
H -0.64 1.20 -1.26
H -1.71 -1.68 -1.26
H -3.75 -0.05 -0.74
H -2.60 0.90 0.22
H -3.00 -0.78 0.68
```

Löwdin atomic charge list, values in e, 2 entries: atom 1 (C): 0.042, atom 2 (C): -0.341

***

y) ORCA calculation (wB97M-V/def2-TZVPD) on one molecule with the formula C7H12.

Summary:
* SMILES string: C=C(/C=C/C)CC
* HOMO level: -8.126 eV
* 2S+1: 1
* orbital gap: 8.97 eV

Structure (XYZ):
```
19
C7H12 | the Open Molecules 2025 dataset | wB97M-V/def2-TZVPD
C -1.52 -0.77 -0.69
C -0.18 -0.35 -0.38
C 0.05 0.33 0.86
C -0.70 1.31 1.42
C -0.31 2.03 2.67
C 0.79 -0.50 -1.48
C 1.22 -1.87 -1.99
H -1.72 -1.33 -1.61
H -2.21 -0.64 0.13
H 1.10 0.10 1.34
H -1.58 1.79 0.97
H -1.21 2.34 3.05
H 0.16 1.35 3.32
H 0.49 2.90 2.61
H 1.51 0.26 -1.50
H 0.07 -0.21 -2.34
H 1.23 -1.86 -3.12
H 0.51 -2.68 -1.58
H 2.27 -2.20 -1.67
```

Löwdin atomic charge list, values in e, 2 entries: atom 1 (C): 0.069, atom 2 (C): -0.331

***

The structure with the greatest stability is w).

***

w) ORCA calculation (wB97M-V/def2-TZVPD) on one molecule with the formula C7H12.

Summary:
* HOMO level: -8.257 eV
* 2S+1: 1
* orbital gap: 9.33 eV

Structure (XYZ):
```
19
C7H12 | the Open Molecules 2025 dataset | wB97M-V/def2-TZVPD
C 2.35 0.46 -0.67
C 1.15 -0.49 -0.74
C 0.22 -0.34 0.46
C -0.56 1.00 0.66
C -1.87 0.20 0.79
C -2.10 -0.90 -0.63
C -1.13 -1.11 0.46
H 3.01 0.34 -1.54
H 2.96 0.28 0.23
H 2.03 1.51 -0.64
H 0.59 -0.31 -1.66
H 1.50 -1.53 -0.79
H 0.78 -0.57 1.38
H -0.54 1.69 -0.19
H -0.28 1.55 1.56
H -2.49 0.21 1.69
H -2.72 0.27 -0.03
H -1.63 -0.27 -1.41
H -1.26 -1.99 1.09
```

Löwdin atomic charge list, values in e, 2 entries: atom 1 (C): -0.109, atom 2 (C): -0.232

***

x) ORCA calculation (wB97M-V/def2-TZVPD) on a 2-piece molecular cluster, C7H12 overall.

Summary:
* SMILES string: C/C=C1/C=CCC1.[H][H]
* HOMO level: -7.898 eV
* 2S+1: 1
* orbital gap: 8.97 eV

Structure (XYZ):
```
19
C7H12 | the Open Molecules 2025 dataset | wB97M-V/def2-TZVPD
C -2.28 -0.71 1.06
C -1.50 -0.72 -0.21
C -0.21 -0.42 -0.30
C 0.13 0.54 -1.35
C 1.03 1.40 -0.89
C 1.48 1.05 0.52
C 0.84 -0.33 0.78
H -3.13 -0.04 0.89
H -2.64 -1.68 1.38
H -1.67 -0.26 1.86
H -2.07 -0.69 -1.14
H -0.44 0.57 -2.28
H 1.35 2.28 -1.42
H 2.57 1.05 0.62
H 1.09 1.79 1.23
H 0.43 -0.45 1.79
H 1.60 -1.12 0.68
H 1.95 -0.85 -1.69
H 1.48 -1.41 -1.53
```

Löwdin atomic charge list, values in e, 2 entries: atom 1 (C): -0.089, atom 2 (C): -0.115

***

The structure with the greatest stability is x).

***

w) ORCA calculation (wB97M-V/def2-TZVPD) on one molecule with the formula C7H12.

Summary:
* SMILES string: C=C/C(=C/C)CC
* HOMO level: -7.364 eV
* 2S+1: 1
* orbital gap: 7.34 eV

Structure (XYZ):
```
19
C7H12 | the Open Molecules 2025 dataset | wB97M-V/def2-TZVPD
C -0.01 1.23 -2.50
C 0.29 1.22 -1.14
C -0.26 0.21 -0.20
C -1.06 0.70 0.76
C -1.91 -0.15 1.63
C 0.55 -1.03 -0.16
C 1.93 -1.02 0.52
H -1.01 1.31 -2.93
H 0.73 1.00 -3.26
H 0.70 2.08 -0.60
H -0.71 1.67 1.13
H -2.76 0.47 1.97
H -2.47 -0.94 1.15
H -1.52 -0.58 2.56
H 0.78 -1.32 -1.18
H -0.08 -1.79 0.30
H 2.54 -0.15 0.20
H 1.79 -1.07 1.59
H 2.50 -1.86 0.15
```

Löwdin atomic charge list, values in e, 2 entries: atom 1 (C): 0.000, atom 2 (C): -0.144

***

x) ORCA calculation (wB97M-V/def2-TZVPD) on a 2-piece molecular cluster, C7H12 overall.

Summary:
* HOMO level (alpha / beta): -7.671 / -7.695 eV
* 2S+1: 1
* orbital gap (alpha / beta): 7.27 / 8.23 eV

Structure (XYZ):
```
19
C7H12 | the Open Molecules 2025 dataset | wB97M-V/def2-TZVPD
C 1.22 -2.48 -0.60
C 0.08 -1.92 -1.24
C -0.09 -0.55 -0.40
C -1.35 0.29 -0.91
C -1.30 1.44 -0.07
C -0.80 2.15 0.83
C -0.26 2.90 1.80
H 2.22 -2.20 -0.91
H 1.83 0.32 1.78
H 1.12 -3.08 0.30
H 0.21 -1.63 -2.29
H -0.85 -2.49 -1.11
H 0.81 0.05 -0.52
H -0.23 -0.79 0.65
H -1.21 0.51 -1.97
H -2.25 -0.32 -0.78
H 1.45 0.95 1.91
H -0.58 2.79 2.83
H 0.50 3.64 1.57
```

Löwdin atomic charge list, values in e, 2 entries: atom 1 (C): -0.028, atom 2 (C): -0.281

***

The structure with the greatest stability is w).

***

w) ORCA calculation (wB97M-V/def2-TZVPD) on C5H6O2 as an isolated structure.

Summary:
* HOMO level: -10.351 eV
* 2S+1: 1
* orbital gap: 11.14 eV

Structure (XYZ):
```
13
C5H6O2 | the Open Molecules 2025 dataset | wB97M-V/def2-TZVPD
C -1.55 -0.71 0.02
C -0.23 -0.05 0.24
C 0.16 1.36 0.07
C 0.95 0.28 -0.66
C 1.70 -0.57 0.32
O 2.73 -1.16 0.35
O 0.65 -0.66 1.22
H -2.27 -0.42 0.80
H -1.43 -1.80 0.05
H -1.95 -0.42 -0.95
H 0.60 1.93 0.87
H -0.49 1.91 -0.61
H 1.13 0.29 -1.73
```

Löwdin atomic charge list, values in e, 2 entries: atom 1 (C): 0.013, atom 2 (C): -0.421

***

x) ORCA calculation (wB97M-V/def2-TZVPD) on C5H6O2 as an isolated structure.

Summary:
* HOMO level: -8.817 eV
* 2S+1: 1
* orbital gap: 9.64 eV

Structure (XYZ):
```
13
C5H6O2 | the Open Molecules 2025 dataset | wB97M-V/def2-TZVPD
C -0.18 0.36 1.48
O 0.09 -0.90 1.28
C 0.08 -1.26 -0.11
C -1.10 -0.71 -0.87
O -1.71 0.34 -0.14
C -0.38 0.92 0.06
C 0.25 -0.05 -0.96
H 2.11 1.46 1.30
H 1.60 1.33 1.84
H 0.52 -2.23 -0.32
H -1.73 -1.27 -1.55
H -0.35 2.00 -0.10
H 0.95 0.12 -1.76
```

Löwdin atomic charge list, values in e, 2 entries: atom 1 (C): -0.014, atom 2 (O): -0.033

***

y) ORCA calculation (wB97M-V/def2-TZVPD) on one molecule with the formula C5H6O2.

Summary:
* SMILES string: C#C[C@@H](C)OC=O
* HOMO level: -10.332 eV
* 2S+1: 1
* orbital gap: 11.16 eV

Structure (XYZ):
```
13
C5H6O2 | the Open Molecules 2025 dataset | wB97M-V/def2-TZVPD
C -0.61 2.25 -0.26
C -0.31 1.15 0.11
C -0.17 -0.21 0.66
C -1.22 -1.14 0.07
O 1.12 -0.83 0.49
C 2.04 -0.27 -0.32
O 3.10 -0.79 -0.53
H -0.89 3.24 -0.58
H -0.30 -0.15 1.74
H -1.12 -1.20 -1.02
H -2.22 -0.76 0.31
H -1.10 -2.13 0.50
H 1.70 0.68 -0.73
```

Löwdin atomic charge list, values in e, 2 entries: atom 1 (C): 0.147, atom 2 (C): -0.105

***

The structure with the greatest stability is w).

***

w) ORCA calculation (wB97M-V/def2-TZVPD) on a 2-piece molecular cluster, C5H6O2 overall.

Summary:
* HOMO level: -9.879 eV
* 2S+1: 1
* orbital gap: 10.32 eV

Structure (XYZ):
```
13
C5H6O2 | the Open Molecules 2025 dataset | wB97M-V/def2-TZVPD
C -0.12 1.68 0.76
C 0.04 0.22 0.41
C 1.53 -1.24 -0.89
C 0.89 -0.08 -0.79
C -3.05 -1.11 0.11
O -2.95 -2.23 0.20
O -0.45 -0.66 1.08
H -0.52 1.77 1.77
H -0.81 2.17 0.06
H 0.83 2.21 0.69
H 1.42 -2.00 -0.12
H 2.19 -1.45 -1.73
H 1.00 0.71 -1.54
```

Löwdin atomic charge list, values in e, 2 entries: atom 1 (C): -0.021, atom 2 (C): -0.476

***

x) ORCA calculation (wB97M-V/def2-TZVPD) on one molecule with the formula C5H6O2.

Summary:
* SMILES string: O=C1CCC(=O)C1
* HOMO level: -9.668 eV
* 2S+1: 1
* orbital gap: 10.34 eV

Structure (XYZ):
```
13
C5H6O2 | the Open Molecules 2025 dataset | wB97M-V/def2-TZVPD
O -0.46 2.43 -0.36
C -0.18 1.27 -0.21
C 0.11 0.59 1.13
C -0.02 -0.91 0.83
C 0.14 -1.11 -0.65
O 0.29 -2.18 -1.17
C -0.06 0.23 -1.32
H -0.56 0.97 1.90
H 1.13 0.89 1.45
H -1.06 -1.26 0.80
H 0.66 -1.55 1.40
H -0.87 0.29 -2.06
H 0.89 0.37 -1.84
```

Löwdin atomic charge list, values in e, 2 entries: atom 1 (O): 0.098, atom 2 (C): -0.385

***

The structure with the greatest stability is x).

***

w) ORCA calculation (wB97M-V/def2-TZVPD) on a 2-piece molecular cluster, C9H14 overall.

Summary:
* total charge: +1
* HOMO level (alpha / beta): -14.175 / -14.177 eV
* 2S+1: 2
* orbital gap (alpha / beta): 9.74 / 6.01 eV

Structure (XYZ):
```
23
C9H14 | the Open Molecules 2025 dataset | wB97M-V/def2-TZVPD
C -0.14 1.51 1.39
C 0.28 1.39 -0.03
C 1.60 0.95 -0.33
C -0.73 1.57 -1.03
C 1.82 0.60 -1.63
C -0.44 1.27 -2.33
C 0.86 0.80 -2.65
H -1.12 1.06 1.56
H -0.31 2.58 1.60
H 2.39 0.98 0.40
H -1.69 1.95 -0.71
H 2.81 0.29 -1.94
H -1.17 1.40 -3.11
H 1.16 0.80 -3.69
H 0.62 1.09 2.04
C -0.19 -2.56 1.77
C -1.27 -2.09 0.84
H 0.76 -2.82 1.31
H 0.19 -1.62 2.25
H -0.53 -3.18 2.59
H -1.05 -1.33 0.09
H -1.69 -2.89 0.21
H -2.15 -1.76 1.38
```

Löwdin atomic charge list, values in e, 2 entries: atom 1 (C): 0.001, atom 2 (C): -0.164

***

x) ORCA calculation (wB97M-V/def2-TZVPD) on a 2-piece molecular cluster, C9H14 overall.

Summary:
* total charge: +1
* HOMO level (alpha / beta): -14.547 / -14.545 eV
* 2S+1: 2
* orbital gap (alpha / beta): 10.12 / 6.29 eV

Structure (XYZ):
```
23
C9H14 | the Open Molecules 2025 dataset | wB97M-V/def2-TZVPD
C 0.51 2.27 -1.12
C 2.21 1.60 0.58
C 0.85 1.53 0.15
C 2.52 0.89 1.74
C -0.11 0.61 0.67
C 1.57 -0.01 2.24
C 0.26 -0.23 1.67
H 3.04 1.98 0.01
H 3.40 1.09 2.33
H 0.79 1.59 -1.94
H 1.14 3.16 -1.19
H -1.05 0.58 0.14
H 1.71 -0.57 3.16
H -0.50 -0.90 2.04
H -0.48 2.73 -1.13
C -2.60 -1.60 -1.02
C -1.38 -2.47 -1.32
H -2.37 -0.54 -1.24
H -3.40 -1.88 -1.70
H -2.91 -1.67 0.03
H -0.70 -2.47 -0.45
H -0.88 -2.16 -2.24
H -1.61 -3.53 -1.42
```

Löwdin atomic charge list, values in e, 2 entries: atom 1 (C): 0.001, atom 2 (C): 0.050

***

The structure with the greatest stability is w).

***

w) ORCA calculation (wB97M-V/def2-TZVPD) on a 2-piece molecular cluster, C9H14 overall.

Summary:
* total charge: +1
* HOMO level (alpha / beta): -14.818 / -14.812 eV
* 2S+1: 2
* orbital gap (alpha / beta): 10.43 / 6.66 eV

Structure (XYZ):
```
23
C9H14 | the Open Molecules 2025 dataset | wB97M-V/def2-TZVPD
C 0.80 0.53 2.48
C 1.82 1.84 0.59
C 0.77 0.98 1.08
C 1.60 2.61 -0.52
C 0.55 2.27 -1.39
C -0.31 0.68 0.22
C -0.39 1.28 -1.01
H 2.79 1.81 1.05
H 2.34 3.36 -0.77
H 1.78 0.64 2.91
H 0.50 -0.52 2.59
H 0.55 2.78 -2.35
H -1.20 0.12 0.48
H -1.14 0.91 -1.70
H -0.02 1.08 2.96
C -1.40 -2.59 -0.08
C -1.28 -2.48 -1.62
H -1.92 -1.74 0.38
H -1.85 -3.56 0.14
H -0.43 -2.59 0.43
H -0.43 -3.11 -1.88
H -0.92 -1.50 -1.90
H -2.20 -2.80 -2.09
```

Löwdin atomic charge list, values in e, 2 entries: atom 1 (C): 0.014, atom 2 (C): 0.046

***

x) ORCA calculation (wB97M-V/def2-TZVPD) on a 2-piece molecular cluster, C9H14 overall.

Summary:
* total charge: +1
* HOMO level (alpha / beta): -14.267 / -14.292 eV
* 2S+1: 2
* orbital gap (alpha / beta): 9.79 / 6.00 eV

Structure (XYZ):
```
23
C9H14 | the Open Molecules 2025 dataset | wB97M-V/def2-TZVPD
C 0.05 2.73 1.21
C -1.22 3.45 0.91
H 0.32 1.96 0.37
H 0.88 3.51 0.97
H 0.13 2.09 2.12
H -1.27 3.99 -0.03
H -1.39 4.22 1.71
H -2.08 2.67 0.93
C -1.63 -0.02 -1.48
C -0.50 -0.68 -0.83
C -0.27 -0.54 0.60
C 0.43 -1.47 -1.51
C 0.72 -1.27 1.27
C 1.50 -2.07 -0.89
C 1.64 -2.01 0.52
H -2.00 -0.65 -2.39
H -1.61 0.98 -1.93
H -0.81 0.20 1.09
H 0.36 -1.55 -2.53
H 1.00 -0.97 2.35
H 2.28 -2.48 -1.63
H 2.35 -2.66 1.02
H -2.55 -0.03 -0.78
```

Löwdin atomic charge list, values in e, 2 entries: atom 1 (C): -0.213, atom 2 (C): -0.197

***

The structure with the greatest stability is w).